1.
This record from the Open Molecules 2025 dataset describes CH4F2OSi in the gas phase. The level of theory is ωB97M-V/def2-TZVPD.

Positions of all 9 atoms, in Å:
C  0.48107  -0.28056  -0.36701
O  -0.44638  0.22258  0.60146
Si  -2.09373  0.01861  0.47170
F  -2.38893  -1.20686  -0.57844
F  -2.74232  1.20304  -0.38543
H  1.28326  -0.63088  0.18060
H  0.80770  0.56598  -0.86442
H  -0.06022  -0.96227  -0.86309
H  -2.68960  0.39778  1.67612

Atoms 1-2, force components in eV/Å:
-0.8 2.2 2.6
-2.3 -0.3 0.9

- spin multiplicity = 1
- energy above the lowest of the compared OMol25 structures with the same formula, charge and spin (kJ/mol) = 24.34
- net charge = 0
- E (hartree) = -605.09848
- HOMO energy (eV) = -11.338
- LUMO energy (eV) = 0.7655
- SMILES = CO[SiH](F)F
- HOMO-LUMO gap (hartree) = 0.4448

=====

2.
This record from the Open Molecules 2025 dataset describes CH4FIP2 in the gas phase. The level of theory is ωB97M-V/def2-TZVPD.

Positions of all 9 atoms, in Å:
C  0.34272  -0.17309  -0.25315
P  -1.35990  -0.12367  0.51606
I  -2.51782  1.47812  -1.51974
P  -1.69434  -1.79515  1.80974
F  -0.84371  -2.80964  0.75975
H  1.02557  -0.60818  0.42031
H  0.78174  0.71484  -0.65489
H  0.34825  -0.88650  -1.14525
H  -1.11695  1.03679  1.05316

Atoms 1-2, force components in eV/Å:
-1.0 -2.4 -2.3
1.0 -0.9 -2.3

- spin multiplicity = 1
- energy above the lowest of the compared OMol25 structures with the same formula, charge and spin (kJ/mol) = 213.27
- net charge = 0
- E (hartree) = -1120.72109
- HOMO energy (alpha / beta) (eV) = -8.459 / -8.268
- LUMO energy (alpha / beta) (eV) = -1.9591 / -1.8976
- SMILES = C[P@@H](I)=PF
- HOMO-LUMO gap (alpha / beta) (hartree) = 0.2389 / 0.2341

=====

3.
This record from the Open Molecules 2025 dataset describes 2 unconnected molecules or ions with the total composition CH4FN. The level of theory is ωB97M-V/def2-TZVPD.

Positions of all 7 atoms, in Å:
C  1.03507  -0.36304  0.31237
N  -1.47977  0.75916  -0.33581
F  1.57804  0.20395  -0.71555
H  0.29246  -1.25999  0.21721
H  1.15414  0.15015  1.30877
H  -0.98527  0.46774  -1.15216
H  -1.59467  0.04202  0.36517

Atoms 1-2, force components in eV/Å:
-2.3 -1.5 3.0
-0.3 1.6 0.9

- spin multiplicity = 1
- energy above the lowest of the compared OMol25 structures with the same formula, charge and spin (kJ/mol) = 420.87
- net charge = 0
- E (hartree) = -194.94596
- HOMO energy (alpha / beta) (eV) = -11.037 / -8.519
- LUMO energy (alpha / beta) (eV) = 0.4508 / -0.5256
- HOMO-LUMO gap (alpha / beta) (hartree) = 0.4222 / 0.2938

=====

4.
This record from the Open Molecules 2025 dataset describes 2 unconnected molecules or ions with the total composition CH4FNP2. The level of theory is ωB97M-V/def2-TZVPD.

Positions of all 9 atoms, in Å:
C  0.85515  -1.94056  -0.32205
N  -0.34144  -1.96627  -0.79474
F  1.47448  -2.99450  0.22734
P  -1.16801  1.68331  -0.35287
P  -0.44989  2.83874  1.29405
H  -0.21923  -0.92640  -0.72089
H  -2.36712  2.41620  -0.28780
H  1.54709  -1.05001  -0.16306
H  0.66896  1.93948  1.12003

Atoms 1-2, force components in eV/Å:
-0.3 -0.5 0.7
3.7 1.7 1.7

- spin multiplicity = 1
- energy above the lowest of the compared OMol25 structures with the same formula, charge and spin (kJ/mol) = 290.39
- net charge = 0
- E (hartree) = -877.72055
- HOMO energy (eV) = -9.785
- LUMO energy (eV) = -1.4869
- HOMO-LUMO gap (hartree) = 0.3049

=====

5.
This record from the Open Molecules 2025 dataset describes 2 unconnected molecules or ions with the total composition CH4FNS. The level of theory is ωB97M-V/def2-TZVPD.

Positions of all 8 atoms, in Å:
C  -0.63162  0.09680  0.55639
N  0.61949  0.49532  -0.01444
S  1.87898  1.10401  0.68145
H  -0.72858  -0.93640  0.65774
H  -0.76209  0.51190  1.46279
H  -1.35027  0.50968  -0.17334
F  0.41174  -1.12989  -2.00912
H  0.56235  -0.65142  -1.16146

Atoms 1-2, force components in eV/Å:
0.1 1.9 -2.4
1.8 -0.9 -0.3

- spin multiplicity = 1
- energy above the lowest of the compared OMol25 structures with the same formula, charge and spin (kJ/mol) = 201.88
- net charge = 0
- E (hartree) = -593.22793
- HOMO energy (alpha / beta) (eV) = -9.133 / -9.154
- LUMO energy (alpha / beta) (eV) = -1.8819 / -1.9181
- SMILES = CN=S.F
- HOMO-LUMO gap (alpha / beta) (hartree) = 0.2665 / 0.2659

=====

6.
This record from the Open Molecules 2025 dataset describes 2 unconnected molecules or ions with the total composition CH4FNS. The level of theory is ωB97M-V/def2-TZVPD.

Positions of all 8 atoms, in Å:
C  -0.15749  0.08148  0.14461
N  2.97170  -1.19559  1.80993
F  2.01522  1.18477  2.32224
S  3.08033  0.15410  1.40714
H  0.77194  0.42769  0.24229
H  -0.38809  -0.38095  1.00037
H  -0.21733  -0.60656  -0.59911
H  -0.76688  0.88766  0.07845

Atoms 1-2, force components in eV/Å:
-0.6 -0.1 -0.4
0.2 -1.4 0.2

- spin multiplicity = 1
- energy above the lowest of the compared OMol25 structures with the same formula, charge and spin (kJ/mol) = 220.94
- net charge = 0
- E (hartree) = -593.22067
- HOMO energy (eV) = -11.622
- LUMO energy (eV) = -1.2373
- HOMO-LUMO gap (hartree) = 0.3816

=====

7.
This record from the Open Molecules 2025 dataset describes a molecular structure, CH4FO3P2S. The level of theory is ωB97M-V/def2-TZVPD.

Positions of all 12 atoms, in Å:
C  0.98137  -1.03487  -0.47614
O  -2.22762  -1.12893  -0.82532
O  -2.22993  -0.78199  1.65857
O  -2.69711  1.10051  0.02135
F  0.05644  1.25429  -1.33775
P  2.33624  1.62036  0.66782
P  0.47115  0.63035  0.24346
S  -2.04949  -0.19035  0.29777
H  1.39175  -1.53132  0.48160
H  1.97507  -0.92819  -1.14008
H  0.21108  -1.49237  -1.08556
H  1.78104  2.48249  1.49429

Atoms 1-2, force components in eV/Å:
3.6 1.0 0.9
1.3 0.8 1.4

- spin multiplicity = 1
- energy above the lowest of the compared OMol25 structures with the same formula, charge and spin (kJ/mol) = 93.22
- net charge = -1
- E (hartree) = -1447.00625
- HOMO energy (alpha / beta) (eV) = -4.339 / -4.338
- LUMO energy (alpha / beta) (eV) = 1.9901 / 1.9897
- HOMO-LUMO gap (alpha / beta) (hartree) = 0.2326 / 0.2326

=====

8.
This record from the Open Molecules 2025 dataset describes 2 unconnected molecules or ions with the total composition CH4FOPS. The level of theory is ωB97M-V/def2-TZVPD.

Positions of all 9 atoms, in Å:
C  1.71597  -0.51781  0.39281
O  -1.11869  0.87382  -1.38583
F  -1.27584  1.25116  0.99618
P  -1.29269  -0.10561  -0.07099
S  -3.04801  -1.11841  0.06241
H  1.83496  0.44152  0.03545
H  1.60708  -0.64371  1.41671
H  1.94933  -1.50782  -0.26120
H  -0.37210  1.32686  -1.18554

Atoms 1-2, force components in eV/Å:
-0.4 -4.2 -2.4
-3.8 -3.6 -0.2

- spin multiplicity = 1
- energy above the lowest of the compared OMol25 structures with the same formula, charge and spin (kJ/mol) = 401.42
- net charge = 0
- E (hartree) = -955.07770
- HOMO energy (alpha / beta) (eV) = -9.297 / -9.506
- LUMO energy (alpha / beta) (eV) = -2.5673 / -0.8540
- HOMO-LUMO gap (alpha / beta) (hartree) = 0.2473 / 0.3180

=====

9.
This record from the Open Molecules 2025 dataset describes CH4IN in the gas phase. The level of theory is ωB97M-V/def2-TZVPD.

Positions of all 7 atoms, in Å:
C  0.04048  0.25333  0.29350
N  -1.01632  -0.78001  0.09550
I  -2.95506  -0.03568  -0.03334
H  -0.32577  1.00158  0.97069
H  0.76831  -0.18532  0.80133
H  0.33359  0.74920  -0.66399
H  -1.09624  -1.31927  -0.90446

Atoms 1-2, force components in eV/Å:
-3.7 1.4 -3.4
-1.1 -1.6 -2.6

- spin multiplicity = 1
- energy above the lowest of the compared OMol25 structures with the same formula, charge and spin (kJ/mol) = 50.95
- net charge = 0
- E (hartree) = -392.88539
- HOMO energy (eV) = -8.800
- LUMO energy (eV) = -0.0373
- SMILES = CNI
- HOMO-LUMO gap (hartree) = 0.3220

=====

10.
This record from the Open Molecules 2025 dataset describes 2 unconnected molecules or ions with the total composition CH4IN. The level of theory is ωB97M-V/def2-TZVPD.

Positions of all 7 atoms, in Å:
C  -0.07904  0.12153  0.60463
N  0.15182  0.59194  -0.68889
I  1.58946  -0.47268  -1.74848
H  -0.52487  -0.83623  0.92898
H  0.75202  -0.07967  1.32643
H  -0.63567  0.84400  1.29577
H  -1.25372  -0.16889  -1.71845

Atoms 1-2, force components in eV/Å:
-0.5 -0.4 4.9
-1.3 -0.9 -2.1

- spin multiplicity = 1
- energy above the lowest of the compared OMol25 structures with the same formula, charge and spin (kJ/mol) = 406.01
- net charge = 0
- E (hartree) = -392.75015
- HOMO energy (alpha / beta) (eV) = -9.176 / -9.157
- LUMO energy (alpha / beta) (eV) = -1.0490 / -0.8180
- HOMO-LUMO gap (alpha / beta) (hartree) = 0.2987 / 0.3065

=====

11.
This record from the Open Molecules 2025 dataset describes 2 unconnected molecules or ions with the total composition CH4IN2. The level of theory is ωB97M-V/def2-TZVPD.

Positions of all 8 atoms, in Å:
C  1.12298  -0.42385  -0.16428
N  1.91326  0.54894  0.24890
N  0.12250  -1.00837  -0.44075
I  -3.04305  -0.66394  0.10079
H  2.92408  0.51791  -0.07606
H  1.45724  1.10393  0.91750
H  -3.64705  1.18516  -0.02669
H  -0.84995  -1.25977  -0.55940

Atoms 1-2, force components in eV/Å:
-4.6 -0.5 -0.8
1.6 -3.3 -2.6

- spin multiplicity = 1
- energy above the lowest of the compared OMol25 structures with the same formula, charge and spin (kJ/mol) = 274.48
- net charge = +1
- E (hartree) = -447.35246
- HOMO energy (eV) = -13.989
- LUMO energy (eV) = -5.1687
- HOMO-LUMO gap (hartree) = 0.3241

=====

12.
This record from the Open Molecules 2025 dataset describes a gas-phase ion, CH4IN2 (charge +1). The level of theory is ωB97M-V/def2-TZVPD.

Positions of all 8 atoms, in Å:
C  -1.35544  0.94810  -0.11384
N  -1.76246  1.51505  0.82159
N  1.26815  -0.83851  0.03229
I  1.11699  1.00690  -0.80542
H  -1.88015  0.36269  -0.95726
H  -1.55714  2.13591  1.60445
H  1.78809  -1.56637  -0.45738
H  1.82310  -0.62302  0.96606

Atoms 1-2, force components in eV/Å:
-1.4 -1.0 -2.0
0.1 0.6 1.0

- spin multiplicity = 1
- energy above the lowest of the compared OMol25 structures with the same formula, charge and spin (kJ/mol) = 337.06
- net charge = +1
- E (hartree) = -447.32863
- HOMO energy (eV) = -14.168
- LUMO energy (eV) = -5.5813
- HOMO-LUMO gap (hartree) = 0.3155